#one
This record from OMol25 describes the molecule C5H14N2S. The level of theory is wB97M-V/def2-TZVPD.

Results
SMILES string = C[C@@H](N)CNCCS
Molar mass = 134.2 g/mol
HOMO = -8.66 eV
Gap between HOMO and LUMO = 9.645 eV

Bonds (Å) are listed after each position.
Geometry (Å):
1 C -0.57069 0.25102 -0.97372  N2 1.476, C6 1.533, H9 1.099, H10 1.096
2 N -0.76989 0.19393 0.48812  C1 1.476, C3 1.472, H11 1.009
3 C -0.31189 1.30406 1.33883  N2 1.472, C4 1.509, H12 1.108, H13 1.087
4 C -0.09100 0.73454 2.71900  C3 1.509, S5 1.862, H14 1.088, H15 1.090
5 S 0.89706 1.95658 3.71846  C4 1.862, H17 1.322
6 C 0.45639 -0.77710 -1.46020  C1 1.533, N7 1.455, C8 1.577, H16 1.097
7 N 0.97709 -0.38378 -2.76110  C6 1.455, H18 1.007, H19 1.013
8 C 0.01072 -2.27003 -1.21320  C6 1.577, H20 1.080, H21 1.094, H22 1.090
9 H -1.49921 0.15890 -1.55503  C1 1.099
10 H -0.25123 1.24588 -1.30354  C1 1.096
11 H -1.76053 0.00817 0.53450  N2 1.009
12 H -1.17221 2.00206 1.35506  C3 1.108
13 H 0.51824 1.82037 0.86322  C3 1.087
14 H -1.01417 0.31174 3.10895  C4 1.088
15 H 0.65197 -0.05906 2.63307  C4 1.090
16 H 1.29332 -0.80628 -0.75212  C6 1.097
17 H 0.53821 3.06820 3.09955  S5 1.322
18 H 0.57581 -0.81004 -3.58089  N7 1.007
19 H 1.98445 -0.29090 -2.80982  N7 1.013
20 H 0.83861 -2.86098 -0.85091  C8 1.080
21 H -0.81533 -2.08931 -0.51947  C8 1.094
22 H -0.48571 -2.70797 -2.07878  C8 1.090

=====

#two
This record from OMol25 describes a cluster of 2 separate species, C5H14N2S in total. The level of theory is wB97M-V/def2-TZVPD.

Results
Molar mass = 134.2 g/mol
HOMO = -7.96 eV
Gap between HOMO and LUMO = 5.879 eV

Bonds (Å) are listed after each position.
Geometry (Å):
1 C -0.69914 -0.00400 1.91234  N2 1.472, H9 1.093, H10 1.090, H11 1.087
2 N 0.38376 -0.51682 1.05761  C1 1.472, C3 1.538, H12 1.019
3 C 0.60718 0.27701 -0.24009  N2 1.538, C4 1.471, C7 1.524, H13 1.094
4 C -0.49816 0.15188 -1.20306  C3 1.471, C5 1.384, H14 1.091
5 C -1.59536 0.98544 -1.33451  C4 1.384, S6 1.935, H16 1.085, H17 1.088
6 S -3.14558 0.48181 -0.29126  C5 1.935
7 C 2.03767 -0.04001 -0.65761  C3 1.524, N8 1.473, H19 1.090, H20 1.078
8 N 3.02504 0.41021 0.33778  C7 1.473, H21 1.016, H22 1.017
9 H -1.57154 0.37408 1.37377  C1 1.093
10 H -1.09818 -0.86224 2.45395  C1 1.090
11 H -0.24527 0.65953 2.64425  C1 1.087
12 H 0.07690 -1.40047 0.65290  N2 1.019
13 H 0.51957 1.30606 0.12050  C3 1.094
14 H -0.44269 -0.72626 -1.84810  C4 1.091
15 H -1.74774 -2.47438 -0.36591  H18 0.751
16 H -2.01298 0.96627 -2.33583  C5 1.085
17 H -1.43330 2.02382 -1.05351  C5 1.088
18 H -2.23998 -2.07779 -0.77103  H15 0.751
19 H 2.13606 -1.12409 -0.71669  C7 1.090
20 H 2.31903 0.46805 -1.56530  C7 1.078
21 H 2.69702 1.31017 0.67613  N8 1.016
22 H 2.92767 -0.18827 1.15366  N8 1.017

=====

#three
This record from OMol25 describes a cluster of 2 separate species, C5H14N2S in total. The level of theory is wB97M-V/def2-TZVPD.

Results
Molar mass = 134.2 g/mol
HOMO = -8.76 eV
Gap between HOMO and LUMO = 7.868 eV

Bonds (Å) are listed after each position.
Geometry (Å):
1 C -0.27701 -1.11940 -0.43347  N2 1.482, C5 1.513, H9 1.095, H10 1.101
2 N -1.01616 0.16015 -0.31787  C1 1.482, C3 1.441, H11 1.016
3 C -1.81320 0.50585 -1.46805  N2 1.441, N4 1.456, H12 1.113, H13 1.091
4 N -2.69172 1.64656 -1.24896  C3 1.456, H14 1.012, H15 1.010
5 C 0.34756 -1.46006 0.90185  C1 1.513, C6 1.547, H16 1.092, H17 1.108
6 C 1.05583 -0.33615 1.69368  C5 1.547, C7 1.578, H18 1.095, H19 1.105
7 C 2.15544 0.60755 1.06852  C6 1.578, S8 1.779, H20 1.104, H21 1.103
8 S 3.13518 -0.25814 -0.13773  C7 1.779
9 H 0.60292 -1.00449 -1.07547  C1 1.095
10 H -0.87105 -1.85823 -0.99324  C1 1.101
11 H -0.31974 0.87782 -0.13953  N2 1.016
12 H -1.25562 0.70210 -2.41087  C3 1.113
13 H -2.52076 -0.31109 -1.62018  C3 1.091
14 H -3.09563 1.56076 -0.32502  N4 1.012
15 H -2.24372 2.54517 -1.35774  N4 1.010
16 H -0.45862 -1.86893 1.51469  C5 1.092
17 H 1.07158 -2.29097 0.78511  C5 1.108
18 H 1.55715 -0.99880 2.40655  C6 1.095
19 H 0.25602 0.26580 2.16198  C6 1.105
20 H 1.64412 1.50088 0.66911  C7 1.104
21 H 2.79849 0.88174 1.92194  C7 1.103
22 H 1.93892 0.25189 -1.59530  no bonds

=====

Verdict on stability: #two comes out at the bottom.